--- P ---
Density functional theory data (ωB97M-V/def2-TZVPD) for 13 unconnected molecules or ions with the total composition H26O13.

HOMO-LUMO gap	0.3293	Eh
LUMO energy	-0.965	eV

Last columns: bonded neighbours and bond lengths (Å).
Geometry (Å):
1 H 1.34 0.90 -0.49  O27 0.964
2 H -0.08 0.53 -0.88  O27 0.964
3 H -3.29 -1.76 1.20  O28 0.964
4 H -3.94 -0.69 0.33  O28 0.964
5 H 0.62 -0.53 -3.10  O29 0.964
6 H 1.84 -0.04 -2.34  O29 0.964
7 H 1.74 -0.14 3.96  O30 0.964
8 H 1.57 -1.59 4.38  O30 0.964
9 H 3.40 -2.85 -1.52  O31 0.964
10 H 4.60 -1.94 -1.67  O31 0.964
11 H -1.79 2.79 3.22  O32 0.964
12 H -1.27 1.60 2.44  O32 0.964
13 H -1.61 -3.18 -2.80  O33 0.964
14 H -0.47 -2.41 -2.16  O33 0.964
15 H 0.56 -1.54 -1.15  O34 0.964
16 H 2.08 -1.43 -1.05  O34 0.964
17 H -2.89 -1.83 3.38  O35 0.964
18 H -2.49 -0.58 2.62  O35 0.964
19 H 4.25 0.65 1.50  O36 0.964
20 H 4.70 -0.78 1.22  O36 0.964
21 H -2.38 1.99 -1.76  O37 0.964
22 H -2.72 0.74 -0.97  O37 0.964
23 H 2.56 4.27 -2.45  O38 0.964
24 H 2.18 3.35 -1.29  O38 0.964
25 H -4.91 2.00 -3.49  O39 0.964
26 H -3.54 1.48 -3.10  O39 0.964
27 O 0.44 0.92 -0.17  H1 0.964, H2 0.964
28 O -3.94 -1.04 1.23  H3 0.964, H4 0.964
29 O 1.35 -0.84 -2.56  H5 0.964, H6 0.964
30 O 1.30 -0.69 4.62  H7 0.964, H8 0.964
31 O 4.01 -2.32 -1.01  H9 0.964, H10 0.964
32 O -1.09 2.53 2.61  H11 0.964, H12 0.964
33 O -1.37 -2.70 -2.00  H13 0.964, H14 0.964
34 O 1.37 -2.07 -1.16  H15 0.964, H16 0.964
35 O -2.12 -1.31 3.13  H17 0.964, H18 0.964
36 O 4.80 -0.07 1.86  H19 0.964, H20 0.964
37 O -3.12 1.42 -1.52  H21 0.964, H22 0.964
38 O 2.59 4.20 -1.48  H23 0.964, H24 0.964
39 O -4.22 2.09 -2.82  H25 0.964, H26 0.964

---

--- Q ---
Density functional theory data (ωB97M-V/def2-TZVPD) for 13 unconnected molecules or ions with the total composition H26O13.

HOMO-LUMO gap	0.3647	Eh
LUMO energy	-0.347	eV

Last columns: bonded neighbours and bond lengths (Å).
Geometry (Å):
1 O -16.75 -27.79 30.92  H2 0.964, H3 0.967
2 H -16.90 -28.15 31.80  O1 0.964
3 H -16.35 -26.93 31.07  O1 0.967
4 O -12.48 -26.18 28.80  H5 0.963, H6 0.982
5 H -11.71 -25.81 28.36  O4 0.963
6 H -12.94 -25.41 29.20  O4 0.982
7 O -19.51 -25.76 29.58  H8 0.966, H9 0.968
8 H -18.86 -26.26 30.10  O7 0.966
9 H -19.08 -25.61 28.73  O7 0.968
10 O -14.40 -25.93 31.82  H11 0.963, H12 0.964
11 H -13.92 -25.40 32.46  O10 0.963
12 H -14.64 -25.31 31.12  O10 0.964
13 O -16.75 -21.91 29.40  H14 0.974, H15 0.963
14 H -16.26 -22.51 28.82  O13 0.974
15 H -16.82 -21.09 28.90  O13 0.963
16 O -15.49 -26.75 26.60  H17 0.965, H18 0.977
17 H -15.24 -26.58 25.68  O16 0.965
18 H -15.34 -27.70 26.72  O16 0.977
19 O -18.11 -25.66 26.97  H20 0.973, H21 0.970
20 H -17.45 -26.07 26.38  O19 0.973
21 H -18.86 -25.45 26.40  O19 0.970
22 O -13.71 -28.61 27.88  H23 0.960, H24 0.964
23 H -12.80 -28.48 27.59  O22 0.960
24 H -13.97 -27.74 28.22  O22 0.964
25 O -15.25 -23.06 27.26  H26 0.976, H27 0.964
26 H -16.10 -23.33 26.86  O25 0.976
27 H -14.78 -22.61 26.55  O25 0.964
28 O -13.53 -23.69 29.91  H29 0.966, H30 0.970
29 H -12.64 -23.36 30.12  O28 0.966
30 H -13.77 -23.26 29.07  O28 0.970
31 O -17.67 -28.41 28.32  H32 0.973, H33 0.963
32 H -17.74 -28.36 29.29  O31 0.973
33 H -17.88 -27.52 28.03  O31 0.963
34 O -18.21 -22.86 26.93  H35 0.966, H36 0.975
35 H -18.27 -22.24 27.67  O34 0.966
36 H -18.03 -23.73 27.35  O34 0.975
37 O -16.08 -25.55 29.20  H38 0.967, H39 0.963
38 H -16.29 -25.85 28.31  O37 0.967
39 H -15.14 -25.37 29.18  O37 0.963

---

Name the most stable of them. Q.

---

--- P ---
Density functional theory data (ωB97M-V/def2-TZVPD) for 13 unconnected molecules or ions with the total composition H26O13.

HOMO-LUMO gap	0.3768	Eh
LUMO energy	0.095	eV

Last columns: bonded neighbours and bond lengths (Å).
Geometry (Å):
1 O -0.22 -2.74 -1.12  H2 0.937, H3 0.942
2 H -0.28 -2.20 -1.89  O1 0.937
3 H 0.70 -2.69 -0.96  O1 0.942
4 O -0.01 1.12 2.40  H5 0.953, H6 0.957
5 H 0.00 1.09 3.35  O4 0.953
6 H 0.76 1.67 2.28  O4 0.957
7 O 3.25 -0.77 0.49  H8 0.957, H9 0.951
8 H 4.02 -0.29 0.80  O7 0.957
9 H 2.67 -0.21 -0.02  O7 0.951
10 O -2.86 1.65 2.08  H11 0.958, H12 0.954
11 H -2.26 0.94 1.85  O10 0.958
12 H -3.52 1.80 1.41  O10 0.954
13 O -2.37 -3.50 0.88  H14 0.962, H15 0.947
14 H -1.98 -2.63 0.75  O13 0.962
15 H -1.77 -4.19 0.64  O13 0.947
16 O 0.63 2.83 -0.85  H17 0.962, H18 0.954
17 H 0.78 1.90 -0.64  O16 0.962
18 H -0.31 2.93 -0.72  O16 0.954
19 O -0.65 -1.48 -3.37  H20 0.955, H21 1.009
20 H -0.36 -2.33 -3.70  O19 0.955
21 H 0.18 -0.91 -3.26  O19 1.009
22 O -2.26 -0.77 0.95  H23 0.978, H24 0.930
23 H -3.22 -0.69 1.12  O22 0.978
24 H -2.11 -0.35 0.13  O22 0.930
25 O -2.16 2.34 -0.67  H26 0.983, H27 0.932
26 H -2.33 1.54 -1.21  O25 0.983
27 H -2.97 2.78 -0.53  O25 0.932
28 O 2.09 0.98 -2.42  H29 0.944, H30 0.958
29 H 2.92 1.43 -2.41  O28 0.944
30 H 1.38 1.63 -2.52  O28 0.958
31 O 1.30 -2.49 1.28  H32 0.969, H33 0.963
32 H 1.29 -3.45 1.14  O31 0.969
33 H 2.20 -2.24 1.06  O31 0.963
34 O 0.15 0.15 -0.29  H35 0.946, H36 0.950
35 H 0.21 0.32 0.64  O34 0.946
36 H -0.08 -0.77 -0.31  O34 0.950
37 O 2.32 2.19 1.27  H38 0.927, H39 0.967
38 H 2.94 2.67 1.77  O37 0.927
39 H 1.93 2.74 0.57  O37 0.967

---

--- Q ---
Density functional theory data (ωB97M-V/def2-TZVPD) for 13 unconnected molecules or ions with the total composition H26O13.

HOMO-LUMO gap	0.3058	Eh
LUMO energy	-0.140	eV

Last columns: bonded neighbours and bond lengths (Å).
Geometry (Å):
1 H 0.53 0.19 0.37  O27 0.978
2 H 0.26 0.49 -1.20  O27 1.024
3 H -2.05 0.47 -1.68  O28 0.986
4 H -3.43 0.35 -2.08  O28 0.930
5 H -3.36 3.45 -2.02  O29 1.008
6 H -1.83 3.50 -2.31  O29 0.925
7 H 2.22 -2.41 -1.73  O30 0.950
8 H 3.07 -1.75 -0.58  O30 1.025
9 H 1.20 -0.32 -4.93  O31 0.996
10 H 1.84 -1.18 -3.98  O31 0.912
11 H -2.32 1.00 3.02  O32 0.952
12 H -1.68 1.29 1.81  O32 0.888
13 H 1.22 -3.78 1.81  O33 0.961
14 H 1.25 -5.02 1.00  O33 0.916
15 H -2.37 -2.31 -1.48  O34 0.988
16 H -2.40 -1.20 -0.52  O34 0.903
17 H 1.28 -1.87 1.71  O35 0.985
18 H 2.59 -2.16 2.39  O35 1.014
19 H -2.50 0.05 0.98  O36 0.976
20 H -3.15 1.02 0.01  O36 0.961
21 H 1.40 4.21 2.40  O37 1.042
22 H 1.48 4.76 0.86  O37 0.959
23 H 4.81 -1.35 -1.30  O38 0.958
24 H 4.51 0.21 -1.22  O38 1.018
25 H -1.68 0.98 4.55  O39 0.924
26 H -0.30 0.45 3.99  O39 0.988
27 O 0.21 -0.21 -0.46  H1 0.978, H2 1.024
28 O -2.92 0.94 -1.58  H3 0.986, H4 0.930
29 O -2.65 3.56 -2.74  H5 1.008, H6 0.925
30 O 2.78 -1.66 -1.56  H7 0.950, H8 1.025
31 O 1.87 -0.30 -4.20  H9 0.996, H10 0.912
32 O -2.47 1.44 2.19  H11 0.952, H12 0.888
33 O 0.90 -4.17 0.99  H13 0.961, H14 0.916
34 O -1.87 -1.52 -1.17  H15 0.988, H16 0.903
35 O 1.61 -2.02 2.62  H17 0.985, H18 1.014
36 O -3.37 0.43 0.73  H19 0.976, H20 0.961
37 O 1.26 3.99 1.39  H21 1.042, H22 0.959
38 O 4.82 -0.61 -0.69  H23 0.958, H24 1.018
39 O -0.76 1.08 4.60  H25 0.924, H26 0.988

---

--- R ---
Density functional theory data (ωB97M-V/def2-TZVPD) for 12 unconnected molecules or ions with the total composition H26O13.

HOMO-LUMO gap	0.2686	Eh
LUMO energy	-0.460	eV

Last columns: bonded neighbours and bond lengths (Å).
Geometry (Å):
1 H 0.51 0.39 -0.48  O27 0.985
2 H 0.30 -0.55 0.74  O27 0.915
3 H 2.84 0.70 2.17  O28 0.987
4 H 2.94 1.91 1.20  O28 0.956
5 H -1.33 0.76 -3.50  O29 0.973
6 H -2.20 0.37 -4.67  O29 0.964
7 H 0.16 4.84 -1.99  O30 0.973
8 H 0.93 4.42 -0.76  O30 0.912
9 H 1.68 -2.25 1.91  O31 1.033
10 H 2.68 -1.39 1.29  O31 0.946
11 H 0.57 -2.28 -1.83  O32 0.906
12 H 0.46 -3.55 -1.02  O32 0.982
13 H -1.67 -4.17 0.75  O33 1.012
14 H -0.24 -3.87 1.17  O33 0.937
15 H -2.07 -2.48 0.16  O34 0.922
16 H -0.73 -1.74 -0.03  O34 0.971
17 H 0.18 2.84 3.22  O35 0.947
18 H 0.38 2.83 1.78  O35 1.018
19 H 2.77 -0.35 -1.31  O36 1.035
20 H 2.89 0.14 0.13  O36 0.970
21 H -1.57 3.99 -2.87  O37 1.002
22 H -2.46 4.16 -1.60  O37 0.932
23 H -1.06 0.50 4.10  O38 0.954
24 H -0.07 -0.23 3.02  O38 1.030
25 H -2.34 -3.02 -1.44  O39 0.908
26 H -2.58 -2.11 -2.46  O39 0.971
27 O 0.65 0.26 0.49  H1 0.985, H2 0.915
28 O 3.26 1.58 2.04  H3 0.987, H4 0.956
29 O -1.79 1.14 -4.26  H5 0.973, H6 0.964
30 O 0.24 4.16 -1.30  H7 0.973, H8 0.912
31 O 2.44 -1.60 2.18  H9 1.033, H10 0.946
32 O 0.47 -3.18 -1.93  H11 0.906, H12 0.982
33 O -1.10 -3.91 1.55  H13 1.012, H14 0.937
34 O -1.62 -1.90 -0.39  H15 0.922, H16 0.971, O39 1.600
35 O 0.53 2.23 2.58  H17 0.947, H18 1.018
36 O 2.28 -0.40 -0.40  H19 1.035, H20 0.970
37 O -1.78 3.64 -1.96  H21 1.002, H22 0.932
38 O -1.00 0.19 3.19  H23 0.954, H24 1.030
39 O -2.72 -2.20 -1.50  H25 0.908, H26 0.971, O34 1.600

---

Name the most stable of them. P.

---

--- P ---
Density functional theory data (ωB97M-V/def2-TZVPD) for a gas-phase ion, C3H10NO (charge +1).

structure (SMILES)	C[C@@H]([NH3+])CO
total charge	+1
HOMO-LUMO gap	0.4427	Eh
LUMO energy	-3.417	eV

Last columns: bonded neighbours and bond lengths (Å).
Geometry (Å):
1 C -0.86 0.11 0.72  O2 1.426, C3 1.537, H6 1.095, H7 1.083
2 O -1.76 -0.51 -0.19  C1 1.426, H8 0.966
3 C 0.41 0.49 -0.06  C1 1.537, C4 1.514, N5 1.514, H9 1.080
4 C 1.62 0.44 0.85  C3 1.514, H10 1.091, H11 1.091, H12 1.093
5 N 0.54 -0.51 -1.19  C3 1.514, H13 1.021, H14 1.031, H15 1.022
6 H -1.29 0.99 1.21  C1 1.095
7 H -0.61 -0.59 1.51  C1 1.083
8 H -2.69 -0.30 -0.02  O2 0.966
9 H 0.32 1.48 -0.49  C3 1.080
10 H 1.48 1.13 1.68  C4 1.091
11 H 2.56 0.77 0.39  C4 1.091
12 H 1.79 -0.54 1.30  C4 1.093
13 H 1.31 -1.17 -1.09  N5 1.021
14 H -0.33 -1.07 -1.21  N5 1.031
15 H 0.61 -0.07 -2.11  N5 1.022

---

--- Q ---
Density functional theory data (ωB97M-V/def2-TZVPD) for 2 unconnected molecules or ions with the total composition C3H10NO.

total charge	+1
HOMO-LUMO gap (spin up / spin down)	0.3672 / 0.2921	Eh
LUMO energy (spin up / spin down)	-3.670 / -4.572	eV

Last columns: bonded neighbours and bond lengths (Å).
Geometry (Å):
1 C 1.68 0.92 -0.17  N4 1.465, H6 1.178, H7 1.119, H8 1.141
2 C 0.56 -1.29 -0.07  N4 1.467, H9 1.104, H10 1.070
3 C -2.10 -0.57 0.01  O5 1.360, H11 1.078, H12 1.109
4 N 0.77 0.02 0.55  C1 1.465, C2 1.467, H13 0.991, H14 0.993
5 O -1.73 0.69 0.37  C3 1.360, H15 1.062
6 H 1.31 1.99 0.15  C1 1.178
7 H 2.79 0.98 -0.10  C1 1.119
8 H 1.49 0.82 -1.30  C1 1.141
9 H 0.48 -1.26 -1.17  C2 1.104
10 H 0.33 -2.24 0.37  C2 1.070
11 H -2.31 -0.77 -1.03  C3 1.078
12 H -2.46 -1.23 0.82  C3 1.109
13 H 1.24 -0.04 1.42  N4 0.991
14 H -0.05 0.58 0.54  N4 0.993
15 H -1.99 1.39 -0.38  O5 1.062

---

Name the most stable of them. P.

---

--- P ---
Density functional theory data (ωB97M-V/def2-TZVPD) for 2 unconnected molecules or ions with the total composition C3H10NO.

total charge	+1
HOMO-LUMO gap	0.4122	Eh
LUMO energy	-3.365	eV

Last columns: bonded neighbours and bond lengths (Å).
Geometry (Å):
1 C -0.78 -0.85 1.11  C2 1.491, H5 1.107, H6 1.108, H7 1.081
2 C 0.39 -0.89 0.18  C1 1.491, C3 1.316, N4 1.507
3 C 1.58 -1.39 0.42  C2 1.316, H8 1.089, H9 1.074
4 N 0.14 -0.04 -1.04  C2 1.507, H10 1.024, H11 1.020, H12 1.046
5 H -0.98 -1.85 1.54  C1 1.107
6 H -0.45 -0.28 2.00  C1 1.108
7 H -1.73 -0.43 0.81  C1 1.081
8 H 2.51 -1.23 -0.12  C3 1.089
9 H 1.82 -1.89 1.34  C3 1.074
10 H -0.22 -0.63 -1.80  N4 1.024
11 H 0.99 0.44 -1.33  N4 1.020
12 H -0.63 0.64 -0.83  N4 1.046
13 H -0.40 3.08 -0.73  O15 0.960
14 H -1.48 2.68 0.24  O15 0.966
15 O -0.95 2.33 -0.49  H13 0.960, H14 0.966

---

--- Q ---
Density functional theory data (ωB97M-V/def2-TZVPD) for 2 unconnected molecules or ions with the total composition C3H10NO.

total charge	+1
HOMO-LUMO gap	0.3422	Eh
LUMO energy	-5.070	eV

Last columns: bonded neighbours and bond lengths (Å).
Geometry (Å):
1 C -1.38 -0.85 -0.33  C3 1.438, H6 1.045, H7 1.053, H8 1.160
2 C 2.46 0.30 -0.44  O5 1.394, H9 1.191, H10 1.197, H11 1.166
3 C -1.87 0.24 0.47  C1 1.438, N4 1.297, H12 1.109
4 N -1.20 1.35 0.53  C3 1.297, H13 1.016, H14 1.006
5 O 1.28 -0.44 -0.35  C2 1.394, H15 1.055
6 H -0.38 -1.05 -0.09  C1 1.045
7 H -1.94 -1.74 -0.38  C1 1.053
8 H -1.19 -0.49 -1.42  C1 1.160
9 H 3.43 -0.09 0.14  C2 1.191
10 H 2.31 1.34 0.14  C2 1.197
11 H 2.83 0.54 -1.52  C2 1.166
12 H -2.62 -0.01 1.25  C3 1.109
13 H -1.68 2.07 1.06  N4 1.016
14 H -0.48 1.62 -0.13  N4 1.006
15 H 1.41 -1.41 -0.75  O5 1.055

---

Name the most stable of them. P.